69
Properties=species:S:1:pos:R:3:lowdin_charge:R:1 method="wB97M-V/def2-TZVPD" orbital_gap_ev="8.2 / 8.1" homo_ev="-8.04 / -8.13" molar_mass_g_mol=589.50 e_lumo_ev="0.2 / -0.1" multiplicity=3 max_force_ha_per_bohr=0.0108
V 0.13378 0.61816 0.08500 0.991
C 3.05335 -0.77697 -0.17968 -0.051
N 2.44878 0.54874 0.04724 -0.242
C 2.97833 1.50542 -0.95711 -0.178
C 2.26685 1.59326 -2.32457 -0.133
C 1.25781 0.51288 -2.71179 -0.195
N 0.02245 0.69397 -1.97168 -0.055
C -0.98279 1.19848 -2.58659 -0.060
C -2.26711 1.50609 -2.01595 -0.132
C -3.23073 2.07313 -2.87074 -0.050
C -4.50187 2.35535 -2.43781 -0.098
C -4.84215 2.04852 -1.11391 -0.076
C -3.93024 1.48634 -0.25628 -0.001
C -2.60901 1.21108 -0.67112 -0.316
O -1.77614 0.70159 0.19129 -0.140
C 2.90542 1.03786 1.37516 -0.197
C 2.61634 0.14009 2.57777 -0.131
C 1.13345 -0.20277 2.82589 -0.161
N 0.30328 0.77124 2.14054 -0.052
C -0.23220 1.72719 2.79715 -0.049
C -0.80103 2.91118 2.18943 -0.135
C -1.55999 3.78221 2.98272 -0.040
C -2.03939 4.97056 2.48007 -0.092
C -1.72706 5.32241 1.16550 -0.073
C -0.95649 4.50138 0.37210 -0.002
C -0.48892 3.27023 0.85684 -0.317
O 0.24463 2.50490 0.07289 -0.173
H 4.13164 -0.72911 0.01938 0.105
H 2.59116 -1.52764 0.45584 0.064
H 2.91908 -1.07982 -1.21382 0.084
H 2.94397 2.49442 -0.50265 0.116
H 4.03758 1.26091 -1.10895 0.121
H 1.72416 2.54003 -2.36309 0.113
H 3.03154 1.63728 -3.10248 0.113
H 1.06414 0.57572 -3.78910 0.118
H 1.62728 -0.49206 -2.50831 0.101
H -0.88312 1.41298 -3.65606 0.135
H -2.94642 2.28808 -3.89466 0.109
H -5.22817 2.79808 -3.10380 0.097
H -5.84369 2.25691 -0.75877 0.105
H -4.18866 1.25038 0.76713 0.118
H 3.99497 1.18512 1.32768 0.129
H 2.45068 2.01885 1.52387 0.116
H 3.19048 -0.78463 2.51791 0.112
H 3.00618 0.69105 3.43818 0.117
H 0.91065 -1.19054 2.42847 0.094
H 0.92006 -0.20233 3.90012 0.121
H -0.21089 1.69645 3.89152 0.141
H -1.77132 3.49964 4.00714 0.112
H -2.63849 5.62678 3.09524 0.099
H -2.09387 6.25699 0.76125 0.105
H -0.71360 4.77016 -0.64678 0.117
F 2.30975 -6.66709 -1.89051 0.088
C 1.24228 -6.37656 -1.13821 -0.184
C 0.70358 -5.15505 -1.13783 0.044
N -0.40113 -4.83542 -0.38542 -0.001
C -0.82010 -3.44975 -0.30690 -0.027
C 0.24705 -2.56848 0.34205 -0.594
O 1.14646 -3.06099 1.00942 0.051
O 0.10653 -1.32784 0.07307 -0.128
C -0.97627 -5.75389 0.47072 -0.462
O -1.91799 -5.50511 1.18934 0.088
N -0.40613 -7.01397 0.42170 0.218
C 0.69833 -7.44379 -0.30546 -0.401
O 1.12239 -8.57179 -0.22120 0.104
H 1.11889 -4.36002 -1.74078 0.153
H -1.70870 -3.41670 0.32350 0.138
H -1.08719 -3.06450 -1.29190 0.140
H -0.82245 -7.69529 1.04082 0.169